Formula: C20H22BrN5O3Os
Source: the Open Molecules 2025 dataset
Level of theory: ωB97M-V with the def2-TZVPD basis set

Values from the calculation:
Total charge   +2
Energy relative to the best compared isomer or geometry (same formula, charge and spin)   82.4 kJ/mol

Geometry (Å):
1 C -2.096761 -2.784389 3.989063
2 H 3.294797 2.317147 -3.572308
3 C -0.712640 0.792918 2.260651
4 C 0.541247 -2.764211 -2.356787
5 H -1.116151 -3.840744 2.409294
6 H -1.766735 -2.256890 -0.925379
7 C 2.337783 3.572016 -2.121256
8 C -2.020601 -1.403051 -1.555124
9 C -1.612574 -1.616443 -2.994543
10 H -2.021148 -0.818525 -3.617912
11 C -2.381333 -1.539496 4.553170
12 H 2.445518 0.236780 -2.550368
13 H 1.509043 5.740086 -0.696709
14 C 1.535849 3.599120 -0.957113
15 H 1.391933 -2.915311 -0.508334
16 Os 0.592381 -0.472556 -0.047340
17 O 2.791598 -1.768972 2.650730
18 C 0.321179 2.333184 0.742652
19 N 1.421138 1.177309 -1.041869
20 Br -3.402898 -1.427469 6.127904
21 C -1.344562 -2.875878 2.838344
22 H -0.999342 1.643438 2.873794
23 H -1.324996 0.545216 -1.639218
24 C -0.117825 -1.718046 -3.216927
25 C -0.015709 3.506969 1.358793
26 C -0.850719 -1.741318 2.196655
27 C 1.097200 2.369655 -0.435602
28 N -1.342933 -0.211714 -0.953220
29 H 0.073399 -1.912229 -4.270615
30 N 2.811355 -1.661671 1.510432
31 O 2.332169 -0.564353 0.921133
32 H 2.242401 -1.977610 -1.528991
33 N -0.040401 1.022673 1.171034
34 N 1.291479 -2.173708 -1.208991
35 H 2.684825 4.504530 -2.546702
36 H 1.231337 -3.379715 -2.932604
37 H -2.096720 -2.539097 -3.325621
38 C 1.173317 4.793360 -0.296903
39 O -0.126855 -1.937961 1.104847
40 H -0.611679 3.517875 2.261025
41 C 2.672494 2.373805 -2.691798
42 H -0.203916 -3.435365 -1.929478
43 H -2.124863 0.548813 4.399464
44 H 0.133129 5.650761 1.344312
45 H -3.097433 -1.253559 -1.486846
46 C 0.412428 4.740996 0.833632
47 H -1.941603 0.123926 -0.201060
48 C -1.136341 -0.472833 2.759742
49 H 0.353801 -0.746774 -3.002265
50 C -1.910199 -0.415191 3.957267
51 H -2.467076 -3.681793 4.464996
52 C 2.192211 1.196293 -2.117049

Atomic forces in eV per Å
0.251 -0.415 -0.406
0.012 -0.001 -0.004
-0.096 -0.123 0.254
0.063 -0.475 0.173
0.009 -0.046 -0.006
-0.024 0.030 0.000
-0.004 -0.063 -0.008
-0.097 -0.067 0.160
-0.338 -0.041 -0.130
-0.049 0.025 -0.019
-0.258 0.011 0.399
-0.014 0.026 -0.008
0.012 0.024 -0.010
0.076 -0.091 -0.076
0.148 0.215 -0.027
1.388 -0.484 1.570
-0.779 1.236 2.169
-0.029 0.056 -0.025
-0.344 -0.041 -0.060
0.089 -0.035 -0.141
-0.293 -0.437 0.427
0.034 -0.025 -0.060
-0.036 0.020 0.042
0.171 0.525 -0.190
-0.071 0.049 0.133
0.231 -0.027 -0.169
0.107 0.025 -0.031
0.321 -0.268 -0.178
-0.012 -0.001 -0.026
1.679 -3.415 -3.098
-2.169 2.413 0.017
-0.099 -0.043 0.196
0.159 -0.489 -0.392
0.151 -0.014 0.157
0.020 0.018 -0.008
0.000 -0.013 0.038
0.011 0.048 -0.040
0.002 0.031 -0.011
-0.317 1.038 -0.466
0.010 0.011 -0.002
0.029 0.150 0.018
0.034 -0.060 -0.048
0.029 0.041 -0.037
-0.011 0.022 0.018
-0.022 -0.024 -0.041
-0.023 0.017 0.034
0.033 0.094 0.082
-0.206 0.482 0.364
-0.028 -0.087 -0.173
0.293 0.434 -0.400
0.007 -0.036 -0.013
-0.048 -0.219 0.052